*P*
Entry from the Open Molecules 2025 dataset: 2 unconnected molecules or ions with the total composition C5H15NO2 (wB97M-V/def2-TZVPD).

ORCA input file:
```
! wB97M-V def2-TZVPD RIJCOSX def2/J DEFGRID3
* xyz -1 2
H 0.58 -0.59 -2.75
C 0.39 -2.65 -2.27
H -1.24 2.15 0.83
O -0.72 -0.44 2.42
H -0.21 -1.12 2.75
O 0.60 4.87 1.45
H -1.17 -0.63 -0.77
H -0.63 -2.75 -2.78
H 0.33 -3.24 -1.35
H -2.45 0.94 0.80
H 1.37 0.10 -0.53
H 2.16 -1.46 -2.14
C -0.45 -0.82 0.04
H 1.17 -3.37 -2.81
H -0.60 -1.87 0.26
H 0.58 0.79 1.24
C -1.63 1.28 1.23
C -0.43 0.20 1.21
H -1.58 1.54 2.34
H 0.91 4.76 2.33
N 0.87 -0.79 -0.52
H 1.22 4.36 0.95
C 0.92 -1.27 -1.94
*
```

Its expectation value of S² is 0.7504. As for the frontier orbital gap (spin up / spin down): 2.3 / 8.9 eV. As for the HOMO energy (spin up / spin down): 0.0384 / -0.2074 Eh.

*Q*
Entry from the Open Molecules 2025 dataset: 3 unconnected molecules or ions with the total composition C5H15NO2 (wB97M-V/def2-TZVPD).

ORCA input file:
```
! wB97M-V def2-TZVPD RIJCOSX def2/J DEFGRID3
* xyz -1 2
C -0.16 0.09 1.16
C 0.55 1.66 -0.53
H -0.68 -1.88 2.00
H -0.57 0.85 1.85
O -3.02 0.99 -0.46
H -2.03 0.89 -0.45
C -0.90 -1.23 1.16
H -3.25 1.65 -1.11
H 0.30 2.49 0.13
C 0.00 -0.67 -1.03
N -0.29 0.52 -0.22
O 3.84 0.01 0.44
H -1.98 -1.04 1.19
H -1.42 -2.31 -0.64
H 0.41 2.01 -1.56
H 3.25 -0.41 -0.22
H 4.19 0.73 -0.11
H -0.49 -0.51 -2.00
H 1.08 -0.82 -1.13
C -0.53 -1.86 -0.20
H 1.63 1.50 -0.37
H 0.25 -2.61 -0.11
H 0.89 0.02 1.49
*
```

Its expectation value of S² is 0.7505. As for the frontier orbital gap (spin up / spin down): 2.8 / 9.4 eV. As for the HOMO energy (spin up / spin down): 0.0305 / -0.2135 Eh.

Most stable = *Q*

*P*
Entry from the Open Molecules 2025 dataset: a molecular structure, C12H22N (wB97M-V/def2-TZVPD).

ORCA input file:
```
! wB97M-V def2-TZVPD RIJCOSX def2/J DEFGRID3
* xyz 1 1
H -2.73 1.42 1.90
H -1.17 -0.20 -2.16
H -2.41 -1.50 -1.97
H 3.17 -1.20 -2.34
N 0.50 0.76 0.06
H 3.63 -0.80 1.48
C 0.82 2.18 -0.19
H 1.48 2.40 -0.98
H 3.13 0.56 -2.17
H -4.00 -1.06 0.69
C -2.02 -0.67 -0.05
H -0.48 -1.07 2.63
H -1.87 2.35 0.67
H 4.55 -0.45 -0.14
C 2.56 -0.50 -0.35
C -1.80 -1.66 1.01
C 3.80 -1.05 0.39
H -3.56 0.74 0.13
C -0.98 -0.87 1.73
H 0.17 0.34 -0.88
C -3.57 -0.34 0.00
H 1.29 2.61 0.77
H -0.09 2.65 -0.44
H -0.69 -1.72 -1.31
H -1.07 2.04 2.11
C -1.57 -0.99 -1.47
H -3.80 -0.58 -1.09
H 1.62 -0.25 -2.30
C -1.22 0.35 0.96
H -2.14 -2.72 1.21
H 1.79 0.06 1.57
H 4.17 -2.07 0.49
C 2.62 -0.33 -1.86
C 1.59 -0.03 0.50
C -1.71 1.60 1.42
*
```

As for the frontier orbital gap: 9.7 eV. As for the HOMO energy: -0.4701 Eh.

*Q*
Entry from the Open Molecules 2025 dataset: a gas-phase ion, C12H22N (charge +1) (wB97M-V/def2-TZVPD).

ORCA input file:
```
! wB97M-V def2-TZVPD RIJCOSX def2/J DEFGRID3
* xyz 1 1
H -0.06 2.25 2.29
C 1.93 0.21 -2.88
C -1.52 0.19 0.41
H 0.09 2.15 -0.70
H -2.59 -1.72 0.60
H 1.36 1.80 0.44
C 0.21 -0.31 -1.13
C -2.97 1.74 1.81
H -3.18 2.63 2.36
H 2.24 -2.19 -0.38
H 1.64 -2.49 -2.04
H -2.28 -0.92 2.14
H 1.51 -0.42 -3.64
H -2.13 0.27 -0.51
H -0.22 -1.30 -1.25
C -0.55 -1.84 1.34
C 1.71 -0.38 -1.48
H -0.27 0.31 -1.90
C -0.55 2.28 1.31
H 1.41 -1.01 1.23
C -1.76 1.44 1.22
H 3.28 -1.88 -1.80
H 0.32 -0.20 2.36
C 0.42 -0.67 1.38
C 2.23 -1.84 -1.43
H -0.53 -2.41 2.31
H -0.74 3.32 0.99
H -3.80 1.05 1.74
N -0.07 0.20 0.20
H 1.46 1.21 -2.99
C -1.87 -1.10 1.15
H 2.28 0.27 -0.80
H -0.34 -2.54 0.52
C 0.32 1.63 0.24
H 3.02 0.27 -3.11
*
```

As for the frontier orbital gap: 10.5 eV. As for the HOMO energy: -0.4765 Eh. As for the structure (SMILES): C=C1CC[N@@+]2(CC(C)C)CCC[C@@H]12.

Most stable = *Q*

*P*
Entry from the Open Molecules 2025 dataset: a gas-phase ion, C4H8N3 (charge +1) (wB97M-V/def2-TZVPD).

ORCA input file:
```
! wB97M-V def2-TZVPD RIJCOSX def2/J DEFGRID3
* xyz 1 1
C 3.21 -0.05 -0.02
N 0.89 0.26 0.13
H -3.51 -0.29 0.41
H -1.96 1.47 1.06
C -1.75 1.12 0.07
N -2.67 -0.06 -0.20
H 3.45 -0.13 1.12
H -1.53 -1.76 0.77
C -1.50 -1.04 -0.13
H 3.58 -0.99 -0.56
N 1.87 -0.13 -0.44
C -0.62 0.20 -0.04
H -1.70 1.92 -0.77
H -1.23 -1.47 -1.05
H 3.47 0.94 -0.36
*
```

As for the frontier orbital gap (spin up / spin down): 7.7 / 7.7 eV. As for the HOMO energy (spin up / spin down): -0.5100 / -0.5097 Eh. As for the structure (SMILES): CN=[N+]=C1CNC1.

*Q*
Entry from the Open Molecules 2025 dataset: a gas-phase ion, C4H8N3 (charge +1) (wB97M-V/def2-TZVPD).

ORCA input file:
```
! wB97M-V def2-TZVPD RIJCOSX def2/J DEFGRID3
* xyz 1 1
N 0.01 -1.23 -0.24
H 3.34 0.81 -0.99
H -1.90 -1.63 0.07
N 2.13 -0.05 0.33
C -1.23 -0.99 0.51
C 3.19 0.65 0.09
H -1.26 2.06 -0.98
C -1.94 0.49 0.05
H -2.55 0.27 -0.77
H -2.70 0.52 0.84
H -1.10 -1.22 1.66
H 3.88 1.16 0.72
H 0.01 -1.62 -1.18
N -1.06 1.50 -0.13
C 1.19 -0.72 0.00
*
```

As for the frontier orbital gap (spin up / spin down): 8.2 / 8.2 eV. As for the HOMO energy (spin up / spin down): -0.5053 / -0.4748 Eh.

Most stable = *Q*

*P*
Entry from the Open Molecules 2025 dataset: 2 unconnected molecules or ions with the total composition C5H14NO2 (wB97M-V/def2-TZVPD).

ORCA input file:
```
! wB97M-V def2-TZVPD RIJCOSX def2/J DEFGRID3
* xyz 1 1
H -0.19 -1.07 -1.80
H -1.95 -1.51 -1.20
C -1.30 -1.52 -0.27
C -0.64 2.15 1.30
C -0.17 -0.22 1.50
O 2.18 -0.82 -2.80
H 0.98 1.82 -0.66
H 2.18 1.13 0.41
H 3.20 -0.68 -2.75
O -0.03 -1.04 -0.87
H -0.33 -0.30 2.68
H -2.19 -1.14 1.74
H -0.54 3.22 0.93
H -2.06 0.17 0.63
H 1.18 0.09 -0.64
H -1.38 2.03 2.11
C 0.08 1.09 0.90
H 1.99 -0.20 -3.60
C -1.55 -0.69 0.91
H 0.59 -1.09 1.41
N 1.21 1.08 -0.08
H -1.24 -2.51 0.13
*
```

As for the frontier orbital gap: 10.6 eV. As for the HOMO energy: -0.5095 Eh.

*Q*
Entry from the Open Molecules 2025 dataset: 2 unconnected molecules or ions with the total composition C5H14NO2 (wB97M-V/def2-TZVPD).

ORCA input file:
```
! wB97M-V def2-TZVPD RIJCOSX def2/J DEFGRID3
* xyz 1 1
O 1.22 0.74 -1.29
C -2.61 0.36 -0.30
H -1.20 1.71 1.56
C 0.56 0.50 1.44
H 1.50 1.63 -1.08
H -3.18 1.17 0.13
N -1.37 0.37 -0.08
H 3.00 0.41 -0.38
H 2.21 -0.95 -1.26
H 2.05 -1.04 1.39
H -1.20 -2.76 -1.15
H -3.00 -0.48 -0.85
H -0.32 2.03 0.11
H 0.64 -1.43 0.50
C 2.09 -0.17 -0.51
H 1.14 1.18 2.08
H 0.07 0.08 2.33
O -1.15 -1.87 -1.52
C -0.60 1.26 0.80
H -0.34 -1.85 -2.05
H -0.81 -0.31 -0.56
C 1.30 -0.61 0.71
*
```

As for the frontier orbital gap: 10.0 eV. As for the HOMO energy: -0.5198 Eh.

*R*
Entry from the Open Molecules 2025 dataset: 2 unconnected molecules or ions with the total composition C5H14NO2 (wB97M-V/def2-TZVPD).

ORCA input file:
```
! wB97M-V def2-TZVPD RIJCOSX def2/J DEFGRID3
* xyz 1 1
C 0.14 -2.10 0.51
H 0.14 -2.87 1.26
H 0.32 3.45 -0.66
C -0.09 0.29 -0.94
H 0.98 -2.19 -0.06
N 0.11 2.54 -0.10
H 2.68 1.11 1.23
O 1.80 1.42 1.59
H -0.30 -0.74 2.08
C -0.74 1.46 -0.80
H 1.02 0.48 -0.70
H -0.20 2.68 0.83
O 0.41 -0.85 1.30
H -1.70 1.74 -1.03
H 0.02 -1.56 -2.11
H 1.07 2.15 0.10
C -1.19 -1.91 -0.32
H -1.58 -0.79 -2.21
H 1.52 0.67 2.14
H -1.94 -1.29 0.14
H -1.79 -2.65 -0.76
C -0.69 -1.01 -1.49
*
```

As for the frontier orbital gap: 10.4 eV. As for the HOMO energy: -0.4955 Eh.

Most stable = *Q*

*P*
Entry from the Open Molecules 2025 dataset: 2 unconnected molecules or ions with the total composition C5H14NO2 (wB97M-V/def2-TZVPD).

ORCA input file:
```
! wB97M-V def2-TZVPD RIJCOSX def2/J DEFGRID3
* xyz 1 1
O 1.43 -1.58 -0.31
C -0.35 1.45 1.02
H 2.38 0.54 -0.72
H 2.39 1.06 0.73
H 0.23 1.35 1.90
C -2.80 1.09 0.57
H -3.69 0.50 0.51
H -2.81 1.80 -0.27
H -0.34 2.57 0.78
O 0.24 -2.42 -2.40
C -1.72 0.89 1.30
H 1.79 2.00 -0.48
N 1.90 1.04 -0.09
H 0.88 -0.81 1.56
H 0.96 -2.12 -0.97
C 0.35 0.52 0.02
H -0.32 -3.12 -2.23
C 0.53 -0.98 0.57
H -0.35 -1.60 0.46
H 0.92 -2.83 -3.08
H 0.07 0.45 -1.04
H -1.71 0.22 2.15
*
```

As for the frontier orbital gap: 10.3 eV. As for the HOMO energy: -0.4913 Eh.

*Q*
Entry from the Open Molecules 2025 dataset: 3 unconnected molecules or ions with the total composition C5H14NO2 (wB97M-V/def2-TZVPD).

ORCA input file:
```
! wB97M-V def2-TZVPD RIJCOSX def2/J DEFGRID3
* xyz 1 1
H 2.89 1.44 0.27
H 1.38 -0.58 -1.29
C -0.27 -0.64 0.50
O -2.64 -1.07 -2.17
H 2.67 0.40 -2.16
H -3.25 -1.50 -1.57
H -0.94 -1.51 0.29
C 2.17 0.08 -1.13
C 0.30 2.65 1.09
H -1.82 -3.91 2.79
H -3.15 -0.67 -2.90
H 0.99 3.53 1.30
O -1.66 -3.26 2.20
H -0.77 2.81 1.47
N -0.41 0.57 0.13
H -2.42 -2.54 2.39
H -1.12 0.87 -0.62
C 2.00 1.36 -0.30
C 0.64 1.55 0.41
H 1.99 2.08 -1.20
H 0.47 -1.04 1.23
H 2.94 -0.62 -0.75
*
```

As for the frontier orbital gap: 9.3 eV. As for the HOMO energy: -0.5184 Eh.

Most stable = *P*

*P*
Entry from the Open Molecules 2025 dataset: a molecular structure, C4H14N2O (wB97M-V/def2-TZVPD).

ORCA input file:
```
! wB97M-V def2-TZVPD RIJCOSX def2/J DEFGRID3
* xyz 0 1
H 3.51 2.09 -0.08
O 0.22 -0.35 -2.33
H -0.51 0.43 -1.19
H 1.97 3.00 0.19
H -0.60 1.83 0.14
N -0.51 -2.30 0.27
H 0.38 -1.91 -0.02
H -1.79 -1.33 -1.02
C -0.50 0.77 -0.07
H -2.47 -2.05 0.46
H -1.23 -0.12 1.70
H -2.55 0.49 0.77
N 2.54 2.17 0.15
C -1.59 -0.02 0.67
C -1.66 -1.46 0.06
H -0.42 -2.84 1.11
H 0.53 0.24 -3.03
H 0.75 0.15 1.55
H 1.49 -0.35 -0.11
H 1.60 1.28 0.30
C 0.84 0.30 0.47
*
```

As for the frontier orbital gap: 4.8 eV. As for the HOMO energy: -0.2894 Eh.

*Q*
Entry from the Open Molecules 2025 dataset: 2 unconnected molecules or ions with the total composition C4H14N2O (wB97M-V/def2-TZVPD).

ORCA input file:
```
! wB97M-V def2-TZVPD RIJCOSX def2/J DEFGRID3
* xyz 0 1
H -3.53 2.54 -0.01
H -0.80 1.30 1.59
N 0.73 -0.94 -1.34
H 0.28 -1.02 1.93
O -3.28 2.40 0.91
H 0.94 1.57 -0.79
C 0.63 1.08 0.12
H 1.52 0.94 0.75
H -0.92 0.02 -0.62
C 1.69 -2.01 -1.46
H 2.67 -1.77 -1.02
C -0.18 -1.26 0.97
C 0.03 -0.34 -0.21
H 0.32 -2.20 0.71
H 1.40 -2.91 -0.91
H -2.33 2.32 0.81
N -0.41 1.85 0.83
H 0.55 -0.44 -2.19
H -1.22 -1.52 1.17
H 0.06 2.64 1.27
H 1.85 -2.21 -2.51
*
```

As for the frontier orbital gap: 9.0 eV. As for the HOMO energy: -0.2972 Eh. As for the structure (SMILES): CN[C@@H](C)CN.O.

Most stable = *Q*